Record 1
ORCA calculation (ωB97M-V with the def2-TZVPD basis set) on a 9-piece molecular cluster, C28H40O27 overall in a non-equilibrium geometry.

Results
LUMO level in eV: -0.43
HOMO-LUMO gap in eV: 10.21
Energy in Eh: -3122.507476

Atoms and positions in Å:
C (10.26180, 10.89656, -4.04036)
C (10.38945, 11.80279, -2.84325)
O (9.16972, 11.71443, -2.07277)
C (9.16701, 10.79055, -1.14379)
O (10.09965, 10.09595, -0.80359)
O (7.95828, 10.77568, -0.61051)
C (7.69897, 9.84491, 0.43527)
H (11.14995, 10.81744, -4.66154)
H (9.46302, 11.26208, -4.69075)
H (9.99454, 9.88083, -3.74596)
H (10.58068, 12.84718, -3.07440)
H (11.20196, 11.49719, -2.18670)
H (7.91470, 8.81948, 0.13202)
H (6.66350, 9.93145, 0.74346)
H (8.32275, 10.08144, 1.30514)
O (14.30500, 15.84220, -5.55877)
C (13.58714, 14.98736, -5.94930)
O (13.36559, 14.72693, -7.26968)
C (12.67176, 13.48023, -7.39763)
C (12.05913, 13.29418, -5.99298)
O (12.92713, 14.09805, -5.17519)
H (11.83163, 13.66798, -8.06516)
H (13.30242, 12.68934, -7.78941)
H (12.12191, 12.27964, -5.62558)
H (11.02781, 13.63636, -5.92044)
O (13.66489, 11.86616, -2.65882)
C (14.02292, 11.35605, -1.66731)
O (15.22107, 11.59986, -1.08224)
C (15.30094, 10.89757, 0.19162)
C (14.17865, 9.84012, 0.03379)
O (13.37246, 10.35230, -1.02187)
H (16.26997, 10.41582, 0.21504)
H (15.09318, 11.61425, 0.97936)
H (13.61721, 9.73870, 0.96294)
H (14.58438, 8.85553, -0.20657)
O (15.94275, 11.60679, -9.38710)
C (16.91679, 11.65326, -8.74154)
O (17.90297, 10.72996, -8.81257)
C (18.76317, 10.84080, -7.68087)
C (18.51189, 12.30049, -7.25622)
O (17.21820, 12.57075, -7.78904)
H (18.41826, 10.15277, -6.90944)
H (19.78325, 10.66719, -7.99264)
H (19.20822, 12.97344, -7.76286)
H (18.52904, 12.49438, -6.18958)
O (16.58925, 1.45785, -7.91984)
C (16.30890, 2.59720, -7.80332)
O (15.80538, 3.37932, -8.78079)
C (15.37154, 4.61838, -8.21601)
C (16.13607, 4.66503, -6.88609)
O (16.44010, 3.30442, -6.65260)
H (15.57229, 5.42553, -8.91260)
H (14.28846, 4.56377, -8.08006)
H (15.60128, 5.13363, -6.06904)
H (17.04206, 5.23515, -7.11953)
O (18.75740, 7.28538, -7.39841)
C (18.66587, 7.12453, -6.25163)
O (17.61117, 7.51850, -5.50067)
C (17.87893, 7.30233, -4.11978)
C (19.27474, 6.66059, -4.11470)
O (19.55161, 6.46089, -5.50097)
H (17.88710, 8.25282, -3.58604)
H (17.10835, 6.65112, -3.71369)
H (19.24972, 5.69244, -3.61573)
H (20.05735, 7.26665, -3.66257)
O (15.29419, 6.00463, -11.98116)
C (15.60120, 7.11649, -11.75908)
O (16.75453, 7.53553, -11.21463)
C (16.60075, 8.90233, -10.80154)
C (15.45095, 9.40130, -11.70512)
O (14.83933, 8.18495, -12.11724)
H (16.27953, 8.99514, -9.77088)
H (17.52147, 9.42781, -11.02306)
H (15.82437, 9.96328, -12.55801)
H (14.78082, 9.99464, -11.09738)
O (11.57642, 10.58565, -7.69292)
C (11.15914, 9.87366, -8.54222)
O (11.82357, 9.54659, -9.66558)
C (11.11025, 8.53034, -10.41144)
C (9.72837, 8.52568, -9.72670)
O (9.96035, 9.26500, -8.52005)
H (11.05191, 8.89121, -11.43529)
H (11.66084, 7.60067, -10.35099)
H (9.45099, 7.50203, -9.48523)
H (8.96308, 9.03333, -10.31091)
O (13.38555, 7.13649, -8.15581)
C (13.85235, 7.91011, -7.38750)
O (14.55594, 9.02548, -7.73045)
C (14.97232, 9.73750, -6.57430)
C (14.34693, 8.91838, -5.40218)
O (13.81465, 7.76559, -6.04494)
H (16.04804, 9.76744, -6.44046)
H (14.47933, 10.70748, -6.57450)
H (13.58743, 9.43137, -4.82616)
H (15.13502, 8.56112, -4.73678)

Record 2
ORCA calculation (ωB97M-V with the def2-TZVPD basis set) on C28H41F6IrN5O9P as an isolated structure in a non-equilibrium geometry.

Results
LUMO level in eV: -0.48
HOMO-LUMO gap in eV: 7.08
Energy in Eh: -3087.347297

Atoms and positions in Å:
Ir (-1.28563, -0.79911, 1.13904)
N (-0.00589, -1.06176, 2.79241)
N (-0.20020, -0.23137, 3.91188)
C (-1.17487, 0.71155, 3.81683)
N (-1.53237, 1.38815, 4.89741)
N (-1.60699, 0.88569, 2.57607)
N (-2.56010, 1.86041, 2.30213)
O (-3.12136, 1.75490, 1.24793)
O (-2.73305, 2.77226, 3.10683)
H (-0.49433, -1.95845, 2.96912)
H (0.98560, -1.19275, 2.61170)
H (0.04424, -0.60049, 4.81761)
H (-1.31513, 1.04264, 5.81537)
H (-2.23624, 2.10290, 4.77217)
O (-2.06064, -5.45184, -2.70021)
C (-1.84826, -4.42949, -2.11617)
C (-0.53879, -4.02790, -1.41626)
O (0.54492, -4.55231, -1.54476)
C (-0.91274, -2.86634, -0.62846)
C (-2.18462, -2.42460, -0.89464)
O (-2.64971, -1.36843, -0.29467)
C (-2.85170, -3.28200, -1.88194)
O (-3.91366, -3.13242, -2.43184)
O (-0.18352, -2.19160, 0.24177)
C (-4.60412, -2.03766, 1.63876)
C (-3.55666, -2.35716, 2.70152)
O (-2.23436, -2.08799, 2.40799)
C (-3.59254, -3.87740, 2.99297)
F (-4.82295, -4.32616, 3.27667)
F (-2.79775, -4.20999, 4.02719)
F (-3.15684, -4.55163, 1.92501)
C (-3.95010, -1.58984, 3.99065)
F (-2.98860, -1.65296, 4.94122)
F (-4.12221, -0.27771, 3.72383)
F (-5.07868, -2.01970, 4.55578)
H (-4.54337, -2.75273, 0.82232)
H (-4.41566, -1.04934, 1.23113)
H (-5.60256, -2.07184, 2.07275)
O (-0.16804, 0.65837, 0.15671)
P (0.80364, 0.79419, -1.01780)
C (0.93962, 2.59667, -1.35060)
C (2.26961, 3.11408, -1.92078)
C (3.34208, 3.26975, -0.84409)
C (2.84931, 4.17282, 0.28501)
C (1.57354, 3.60524, 0.90548)
C (0.48513, 3.44908, -0.15152)
C (2.27354, -0.18534, -0.54248)
C (2.68927, 0.05211, 0.91834)
C (3.54378, -1.12673, 1.40042)
C (4.59824, -1.54735, 0.35264)
C (4.79886, -0.45920, -0.69935)
C (3.50456, -0.21089, -1.48134)
C (0.17255, -0.04477, -2.51500)
C (-1.34033, 0.17170, -2.73834)
C (-1.70496, 1.37743, -3.60707)
C (-0.90874, 1.39744, -4.90735)
C (0.58942, 1.38647, -4.62491)
C (0.98060, 0.14807, -3.81651)
H (0.17117, 2.70117, -2.11791)
H (2.07356, 4.09613, -2.36213)
H (2.62374, 2.47231, -2.73027)
H (4.25695, 3.66662, -1.28834)
H (3.58338, 2.28962, -0.42988)
H (2.63595, 5.16763, -0.11945)
H (3.62635, 4.28970, 1.04343)
H (1.21787, 4.25759, 1.70530)
H (1.77871, 2.62728, 1.35180)
H (0.21388, 4.43660, -0.53790)
H (-0.41307, 3.01122, 0.28137)
H (1.80193, -1.17718, -0.55337)
H (1.79771, 0.15836, 1.53476)
H (3.25631, 0.97742, 1.01834)
H (2.89387, -1.98166, 1.61414)
H (4.03308, -0.85150, 2.33730)
H (4.28370, -2.46595, -0.14829)
H (5.54640, -1.76451, 0.84509)
H (5.58725, -0.75037, -1.39494)
H (5.13420, 0.46297, -0.21581)
H (3.37601, -1.01521, -2.20798)
H (3.60284, 0.71512, -2.04675)
H (0.30271, -1.08722, -2.20021)
H (-1.85102, 0.24494, -1.78090)
H (-1.72417, -0.72629, -3.23069)
H (-1.54927, 2.31100, -3.05768)
H (-2.77231, 1.32532, -3.82772)
H (-1.17398, 2.27406, -5.50189)
H (-1.16725, 0.51249, -5.49816)
H (0.86502, 2.29903, -4.09207)
H (1.15081, 1.38903, -5.56160)
H (2.05146, 0.16056, -3.60599)
H (0.79595, -0.73097, -4.44017)